No. 1
Here is a 2-piece molecular cluster, C3H10P2 overall in a non-equilibrium geometry from OMol25. Energies are from ωB97M-V/def2-TZVPD.

CARTESIAN COORDINATES (ANGSTROEM)
1 C 1.406 -0.632 0.999
2 C -0.619 2.438 -0.910
3 C 0.897 -1.000 -0.452
4 P -1.800 -0.650 0.792
5 P -0.773 -0.388 -1.087
6 H 2.468 -0.827 1.124
7 H 1.034 0.316 1.314
8 H 1.029 -1.444 1.605
9 H -1.410 2.632 -0.246
10 H -0.785 2.642 -1.925
11 H 0.444 2.408 -0.715
12 H 0.857 -2.016 -0.839
13 H 1.596 -0.440 -1.170
14 H -3.046 -1.150 0.434
15 H -1.297 -1.888 1.077

Properties
- E_tot (Ha) = -802.86364
- Kohn-Sham gap (spin up / spin down) (eV) = 7.71 / 7.71
- energy relative to the best compared isomer or geometry (same formula, charge and spin) (kcal per mole) = 51.0
- LUMO energy (spin up / spin down) (eV) = -0.230 / 0.148

***

No. 2
Here is one molecule with the formula C3H3N3O2 in a non-equilibrium geometry from OMol25. Energies are from ωB97M-V/def2-TZVPD.

CARTESIAN COORDINATES (ANGSTROEM)
1 H 1.446 0.216 -2.311
2 N 0.662 -0.589 -2.208
3 C 0.562 -0.545 -0.865
4 N -0.435 -1.263 -0.043
5 O -0.286 -0.845 1.262
6 C 0.231 0.494 1.109
7 C -1.061 1.487 0.797
8 N -2.009 2.155 0.456
9 O 0.920 0.497 -0.176
10 H -0.836 -2.250 -0.025
11 H 0.806 0.643 2.004

Properties
- E_tot (Ha) = -430.70412
- Kohn-Sham gap (eV) = 9.84
- energy relative to the best compared isomer or geometry (same formula, charge and spin) (kcal per mole) = 136.1
- LUMO energy (eV) = 0.413

***

No. 3
Here is C37H36Br3N7O2 as an isolated structure in a non-equilibrium geometry from OMol25. Energies are from ωB97M-V/def2-TZVPD.

CARTESIAN COORDINATES (ANGSTROEM)
1 C 0.064 0.034 0.227
2 Br 0.939 -1.683 0.479
3 Br 0.989 1.583 0.964
4 Br -1.741 -0.018 0.930
5 H -0.040 0.179 -0.841
6 C -5.692 3.197 2.501
7 C -6.345 2.275 3.357
8 C -5.663 1.179 3.847
9 C -4.312 1.044 3.535
10 C -3.652 2.015 2.823
11 C -4.321 3.112 2.316
12 N -3.584 -0.125 4.045
13 O -2.397 0.002 4.241
14 O -4.222 -1.113 4.327
15 H -6.194 4.048 2.059
16 H -7.401 2.421 3.529
17 H -6.167 0.500 4.518
18 H -2.586 1.947 2.667
19 H -3.801 3.845 1.715
20 N -2.917 -1.822 -3.622
21 C -4.063 -2.416 -3.946
22 C -4.868 -3.059 -3.004
23 C -4.530 -3.030 -1.674
24 C -3.313 -2.435 -1.331
25 C -2.526 -1.880 -2.359
26 H -4.238 -2.481 -5.013
27 H -5.816 -3.455 -3.349
28 H -5.034 -3.544 -0.866
29 H -2.744 -2.528 -0.416
30 H -1.558 -1.455 -2.112
31 N 5.499 -2.500 -3.318
32 C 4.829 -2.394 -2.186
33 C 3.600 -2.990 -1.936
34 C 3.079 -3.764 -2.970
35 C 3.740 -3.853 -4.182
36 C 4.914 -3.112 -4.354
37 H 5.302 -1.921 -1.329
38 H 3.137 -2.896 -0.966
39 H 2.112 -4.246 -2.877
40 H 3.430 -4.457 -5.024
41 H 5.478 -3.027 -5.273
42 N 2.460 1.441 -3.279
43 C 1.567 2.403 -3.525
44 C 0.240 2.052 -3.795
45 C -0.156 0.725 -3.832
46 C 0.794 -0.273 -3.607
47 C 2.067 0.167 -3.248
48 H 1.952 3.409 -3.598
49 H -0.464 2.853 -3.989
50 H -1.186 0.480 -4.057
51 H 0.480 -1.307 -3.587
52 H 2.850 -0.525 -2.965
53 N -0.212 -4.937 0.573
54 C -0.706 -6.019 1.192
55 C -0.619 -7.277 0.606
56 C 0.052 -7.394 -0.600
57 C 0.551 -6.269 -1.203
58 C 0.286 -4.998 -0.663
59 H -1.096 -5.969 2.197
60 H -0.932 -8.212 1.054
61 H 0.370 -8.318 -1.068
62 H 1.228 -6.375 -2.044
63 H 0.657 -4.041 -1.006
64 N 0.517 7.212 -0.358
65 C 0.228 6.101 -1.050
66 C 0.773 4.894 -0.671
67 C 1.717 4.861 0.356
68 C 1.991 5.990 1.103
69 C 1.295 7.157 0.698
70 H -0.425 6.126 -1.912
71 H 0.426 3.969 -1.116
72 H 2.174 3.925 0.656
73 H 2.487 5.920 2.060
74 H 1.339 8.049 1.311
75 N 4.625 3.326 6.141
76 C 3.598 4.129 5.880
77 C 2.700 3.873 4.849
78 C 2.908 2.790 4.018
79 C 3.967 1.938 4.310
80 C 4.822 2.264 5.345
81 H 3.412 5.000 6.495
82 H 1.871 4.507 4.554
83 H 2.190 2.423 3.296
84 H 4.104 1.040 3.721
85 H 5.711 1.713 5.627

Properties
- E_tot (Ha) = -9687.13798
- Kohn-Sham gap (eV) = 9.17
- energy relative to the best compared isomer or geometry (same formula, charge and spin) (kcal per mole) = 0.0
- LUMO energy (eV) = -0.402

***

No. 4
Here is one molecule with the formula C25H27ClFN7O in a non-equilibrium geometry from OMol25. Energies are from ωB97M-V/def2-TZVPD.

CARTESIAN COORDINATES (ANGSTROEM)
1 F 5.457 0.896 3.305
2 C 4.592 0.171 2.561
3 C 3.233 0.377 2.721
4 C 2.355 -0.364 1.952
5 C 2.829 -1.297 1.036
6 C 1.844 -2.123 0.257
7 O 1.530 -3.359 0.916
8 C 1.416 -3.369 2.281
9 C 2.504 -3.844 3.008
10 C 2.440 -4.039 4.374
11 C 1.250 -3.768 5.030
12 Cl 1.131 -4.026 6.735
13 C 0.153 -3.299 4.335
14 C 0.221 -3.067 2.960
15 C -0.963 -2.526 2.312
16 N -0.867 -1.729 1.327
17 N -1.937 -1.210 0.749
18 C -1.840 -0.246 -0.219
19 N -0.637 0.180 -0.565
20 C -0.648 1.147 -1.498
21 N 0.532 1.639 -1.882
22 C 0.673 2.745 -2.801
23 C 2.048 3.314 -2.462
24 C 2.830 2.066 -2.050
25 C 1.792 1.240 -1.292
26 N -1.744 1.651 -2.068
27 C -2.894 1.126 -1.639
28 N -4.025 1.590 -2.176
29 C -4.061 2.594 -3.216
30 C -5.487 2.497 -3.753
31 C -6.284 2.072 -2.519
32 C -5.338 1.098 -1.822
33 N -3.004 0.172 -0.701
34 C 4.199 -1.486 0.901
35 C 5.091 -0.750 1.661
36 H 2.882 1.105 3.435
37 H 1.290 -0.224 2.048
38 H 2.265 -2.440 -0.701
39 H 0.925 -1.549 0.097
40 H 3.412 -4.076 2.472
41 H 3.294 -4.405 4.921
42 H -0.766 -3.092 4.862
43 H -1.932 -2.797 2.750
44 H -2.884 -1.462 1.040
45 H 0.640 2.381 -3.836
46 H -0.147 3.452 -2.663
47 H 1.971 4.001 -1.619
48 H 2.500 3.838 -3.302
49 H 3.163 1.528 -2.937
50 H 3.698 2.294 -1.435
51 H 1.794 1.469 -0.220
52 H 1.941 0.164 -1.399
53 H -3.862 3.584 -2.787
54 H -3.293 2.388 -3.963
55 H -5.547 1.723 -4.519
56 H -5.835 3.437 -4.177
57 H -6.469 2.937 -1.881
58 H -7.238 1.614 -2.771
59 H -5.468 0.075 -2.195
60 H -5.454 1.079 -0.737
61 H 4.571 -2.214 0.196
62 H 6.158 -0.883 1.565

Properties
- E_tot (Ha) = -1987.48941
- Kohn-Sham gap (eV) = 8.81
- LUMO energy (eV) = 0.574

***

No. 5
Here is one molecule with the formula C7H10N2S in a non-equilibrium geometry from OMol25. Energies are from ωB97M-V/def2-TZVPD.

CARTESIAN COORDINATES (ANGSTROEM)
1 C -0.597 -2.892 -0.388
2 N -0.711 -1.495 -0.285
3 N 0.208 -0.781 -1.033
4 S 1.341 -1.483 -1.955
5 C 0.195 0.677 -0.942
6 C -1.123 1.180 -0.443
7 C -1.298 1.511 0.835
8 C -0.218 1.405 1.792
9 C 1.034 1.202 1.384
10 C 1.374 1.137 -0.069
11 H 0.382 -3.239 -0.029
12 H -0.688 -3.233 -1.428
13 H -1.392 -3.318 0.220
14 H 0.373 1.017 -1.969
15 H -1.927 1.218 -1.160
16 H -2.256 1.861 1.187
17 H -0.459 1.497 2.840
18 H 1.854 1.132 2.082
19 H 1.684 2.135 -0.399
20 H 2.222 0.468 -0.239

Properties
- E_tot (Ha) = -780.32171
- Kohn-Sham gap (spin up / spin down) (eV) = 8.15 / 8.15
- energy relative to the best compared isomer or geometry (same formula, charge and spin) (kcal per mole) = 52.5
- LUMO energy (spin up / spin down) (eV) = -0.329 / -0.335

***

No. 6
Here is an isolated ion of composition C7H8O and charge -1 in a non-equilibrium geometry from OMol25. Energies are from ωB97M-V/def2-TZVPD.

CARTESIAN COORDINATES (ANGSTROEM)
1 C 2.237 0.231 1.039
2 C 0.829 0.049 0.424
3 C 0.005 -0.954 0.795
4 C -1.262 -0.990 0.183
5 C -1.574 -0.112 -0.823
6 O -2.774 -0.295 -1.306
7 C -0.637 0.859 -1.316
8 C 0.525 1.021 -0.599
9 H 2.510 1.169 1.581
10 H 2.977 0.062 0.194
11 H 2.361 -0.556 1.851
12 H 0.127 -1.737 1.475
13 H -2.139 -1.530 0.478
14 H -3.489 -0.262 -0.623
15 H -0.909 1.271 -2.301
16 H 1.213 1.775 -1.050

Properties
- 2S+1 = 2
- charge = -1
- E_tot (Ha) = -346.68154
- Kohn-Sham gap (spin up / spin down) (eV) = 3.15 / 7.34
- energy relative to the best compared isomer or geometry (same formula, charge and spin) (kcal per mole) = 7.7
- LUMO energy (spin up / spin down) (eV) = 4.239 / 4.142
- <S²> = 0.76